# 1
15
Properties=species:S:1:pos:R:3 method="wB97M-V/def2-TZVPD" orbital_gap_ev="8.5 / 8.5" spin_multiplicity=1 e_above_lowest_kj_mol=419.3 max_force_ev_per_a=0.39
C 1.80990 -0.53829 0.47339
C 0.51247 0.19671 0.72461
C 0.02719 1.21043 -0.21616
O -1.47010 0.69007 -1.67177
C -1.43751 0.87227 -0.37638
C -0.84997 -0.48311 0.31625
O -0.74801 -1.46050 -0.63382
H 2.64900 0.14980 0.34167
H 1.69355 -1.14694 -0.42476
H 2.05491 -1.20046 1.30733
H 0.39418 0.53581 1.76171
H 0.55891 1.59069 -1.09450
H -2.24323 1.39946 0.15829
H -1.44904 -0.76489 1.18410
H -1.05006 -0.99323 -1.45747

=====

# 2
22
Properties=species:S:1:pos:R:3 method="wB97M-V/def2-TZVPD" orbital_gap_ev="7.3 / 7.6" spin_multiplicity=1 e_above_lowest_kj_mol=506.4 max_force_ev_per_a=1.32
C -0.26207 -2.05499 0.62450
C -0.91095 1.73969 -0.34978
C 1.83115 0.67788 -1.05577
C -0.94414 0.22842 -0.51665
C -0.49535 -0.60183 0.94114
C 0.89579 -1.16992 0.41922
C 0.82899 -0.42062 -0.83455
C -0.64625 0.12813 2.09289
N -1.89223 -0.20292 -1.29122
H -1.88453 -1.21979 -1.38099
H -0.26333 -2.68484 1.50359
H -0.77757 -2.47894 -0.23441
H 1.74627 -1.16249 1.08763
H 0.61805 -1.00536 -1.72621
H -1.84909 2.07689 0.09221
H -0.09360 2.08519 0.28055
H -0.82918 2.19756 -1.33588
H -1.54999 0.70412 2.24868
H 0.17129 0.29923 2.78318
H 1.51871 1.34950 -1.85600
H 1.99041 1.26687 -0.15035
H 2.79763 0.24823 -1.34180

=====

# 3
64
Properties=species:S:1:pos:R:3 method="wB97M-V/def2-TZVPD" orbital_gap_ev="7.7 / 6.9" spin_multiplicity=6 s2=8.790 max_force_ev_per_a=4.28
O 0.19666 -0.22349 -5.76245
C -0.00214 1.08081 -6.34745
C -0.24654 0.48841 -7.73085
H 0.88676 1.70841 -6.25065
H -0.85084 1.60181 -5.89865
C -0.02834 -0.88099 -7.05755
H 0.49156 0.74631 -8.48615
H -1.24364 0.64251 -8.13535
C 1.20906 -1.62679 -7.49525
H 2.07466 -0.96709 -7.50325
H 1.07886 -2.03669 -8.49735
H 1.41796 -2.45179 -6.81515
C -1.24584 -1.77149 -6.99425
H -2.11574 -1.21209 -6.65565
H -1.08034 -2.59419 -6.29965
H -1.46784 -2.19349 -7.97505
Fe -0.36514 -0.54709 2.25175
C -2.32304 -1.03779 3.49735
C -2.02524 0.32481 3.67125
C -2.20164 0.96241 2.42115
H -1.69114 0.79901 4.57695
C -2.61094 -0.00759 1.48995
C -2.66804 -1.25019 2.14155
H -2.92304 -2.19509 1.69145
H -2.28304 -1.79009 4.26505
H -2.00604 1.99941 2.21875
H -2.79894 0.16551 0.44385
C 0.74076 -1.98629 3.80085
C -0.02944 -2.78369 2.92165
C 0.50006 -2.64999 1.62355
H -0.87484 -3.39079 3.19145
C 1.61866 -1.78569 1.71105
C 1.76826 -1.39229 3.04835
H 2.48506 -0.68219 3.41575
H 0.56956 -1.84959 4.85515
H 0.14236 -3.15239 0.74135
H 2.21816 -1.43499 0.88865
O -0.03994 0.05191 0.10945
C -0.41124 -0.82819 -0.97365
C -0.72304 0.07531 -2.14915
H -1.25254 -1.43499 -0.64835
H 0.43256 -1.48789 -1.18275
C 0.20186 1.25861 -1.89555
H -1.76474 0.39491 -2.11715
H -0.55044 -0.41749 -3.10315
C 0.13306 1.40571 -0.39185
H -0.10964 2.16551 -2.40865
H 1.21816 1.02311 -2.21125
H -0.72634 1.99831 -0.07675
H 1.01896 1.81531 0.07705
Cl 2.55526 3.72341 3.43635
C 1.93986 2.77281 4.78045
C 2.26436 3.18001 6.08705
C 1.80206 2.46221 7.19365
C 1.01336 1.33561 7.00505
C 0.68606 0.92341 5.71665
C 1.13706 1.62961 4.56435
C 0.77586 1.20861 3.11765
H 2.87706 4.05661 6.25045
H 2.05086 2.78351 8.19825
H 0.64876 0.77981 7.86195
H 0.06446 0.05131 5.64355
H 0.22046 0.38311 3.46535
H 0.22096 2.06441 2.68875

=====

# 4
9
Properties=species:S:1:pos:R:3 method="wB97M-V/def2-TZVPD" orbital_gap_ev=9.0 spin_multiplicity=1 smiles="[SiH3]C(Cl)=C(Cl)Cl" e_above_lowest_kj_mol=540.2 max_force_ev_per_a=5.32
Si -1.48493 -0.06216 -0.08151
C 0.40993 -0.42312 -0.22291
Cl 0.83459 -2.07428 -0.55108
C 1.56979 0.41518 0.19591
Cl 3.25364 -0.03652 0.11211
Cl 1.35134 2.05665 0.60515
H -2.00086 0.22041 1.16735
H -2.27980 -1.23098 -0.30364
H -1.65369 1.13481 -0.92138

=====

# 5
9
Properties=species:S:1:pos:R:3 method="wB97M-V/def2-TZVPD" orbital_gap_ev=8.3 spin_multiplicity=1 e_above_lowest_kj_mol=708.9 max_force_ev_per_a=5.80
C -0.23026 0.61477 -0.02976
H 2.98302 -0.55088 0.95167
H 1.55819 1.21421 -0.66084
H -0.58330 1.67091 0.04546
H -2.43996 0.71432 0.54619
N 1.20767 0.62684 0.07062
N -0.87557 -0.48910 0.05732
O 1.93418 -0.66582 -0.12938
O -2.24182 -0.29685 -0.07055

=====

# 6
17
Properties=species:S:1:pos:R:3 method="wB97M-V/def2-TZVPD" orbital_gap_ev=9.2 spin_multiplicity=1 smiles="C=C[C@H](CC)PF" e_above_lowest_kj_mol=77.0 max_force_ev_per_a=3.12
C -0.27005 2.45785 0.27686
C -0.10353 1.36067 -0.47743
C -0.15913 0.01945 0.11148
C 0.78256 -0.97233 -0.48084
C 1.58350 -1.43733 0.70255
P -1.93776 -1.01657 -0.20521
F -3.60765 -0.45710 0.13028
H -0.56639 3.38559 -0.28699
H -0.15103 2.45003 1.39768
H -0.23925 1.33387 -1.60241
H -0.04646 0.17153 1.19606
H 0.05286 -1.64666 -1.00107
H 1.34878 -0.52271 -1.28186
H 2.53087 -2.06502 0.59692
H 1.98307 -0.49040 1.17686
H 0.84085 -2.07744 1.26330
H -2.04121 -0.49345 -1.51617

=====

# 7
43
Properties=species:S:1:pos:R:3 method="wB97M-V/def2-TZVPD" orbital_gap_ev="1.9 / 4.2" spin_multiplicity=3 s2=2.015 max_force_ev_per_a=3.96 total_charge=-2
Pd 0.37150 -2.35208 -0.76687
S 2.70520 -2.35908 -0.76687
S 4.11730 -3.81188 -0.76687
S 2.91740 -5.46338 -0.76687
S 1.09930 -4.56938 -0.76687
C 1.74680 5.95932 -0.71487
C 1.46940 4.50052 -0.51607
C 2.47950 3.54862 -0.67737
C 2.23410 2.18232 -0.45467
C 3.35820 1.19912 -0.64757
C 0.93900 1.75032 -0.07617
C -0.08680 2.71462 0.08013
C -1.47830 2.31412 0.49303
C 0.19600 4.07612 -0.12537
C 0.65770 0.27732 0.16533
O 0.13990 -0.03618 1.28373
O 0.96310 -0.53148 -0.76687
H 2.70310 6.11942 -1.22367
H 1.78290 6.46952 0.25283
H 0.96650 6.41612 -1.33247
H 3.47570 3.86702 -0.97417
H 4.32750 1.70872 -0.68007
H 3.23250 0.65982 -1.59147
H 3.40540 0.48852 0.18373
H -1.82470 1.44882 -0.08097
H -2.19370 3.12202 0.30313
H -1.50640 2.08622 1.56283
H -0.59230 4.81132 0.01753
C -1.56460 -3.55218 1.94523
P -2.21140 -3.30008 0.30523
C -2.93160 -1.67138 0.31493
C -3.57720 -4.43158 0.14513
O -1.17540 -3.47648 -0.76687
H -2.34600 -3.41578 2.69823
H -0.76060 -2.84088 2.15393
H -1.16370 -4.56448 2.04783
H -3.68000 -1.58028 1.10723
H -3.41880 -1.46188 -0.64147
H -2.16200 -0.91278 0.48263
H -4.31010 -4.27388 0.94163
H -3.22700 -5.46588 0.20253
H -4.08060 -4.29148 -0.81547
H -0.99700 -1.35738 -0.76687

=====

# 8
20
Properties=species:S:1:pos:R:3 method="wB97M-V/def2-TZVPD" orbital_gap_ev=8.8 spin_multiplicity=1 smiles="C=C(CCN)[NH2+]C" e_above_lowest_kj_mol=433.4 max_force_ev_per_a=3.91 total_charge=+1
C 0.63234 1.92794 1.07659
C 0.07133 0.82581 0.39540
C -1.29076 0.12203 0.48043
C -0.98018 -1.27699 1.09989
N -0.12781 -2.09356 0.24605
N 1.04250 0.18218 -0.55806
C 0.72457 0.85282 -1.85207
H 0.94855 2.68128 0.37145
H 0.66263 2.28842 2.07557
H -1.68523 -0.20787 -0.56604
H -2.19582 0.54012 0.98854
H -1.92055 -1.87338 1.43473
H -0.32962 -1.10450 2.05403
H 0.34005 -2.80120 0.74818
H -0.63970 -2.44872 -0.55378
H 2.02367 0.44470 -0.31944
H 0.73959 -0.84242 -0.49513
H 1.66931 0.81216 -2.44255
H 0.28544 1.83329 -1.90420
H 0.02969 0.13790 -2.27960

=====

# 9
41
Properties=species:S:1:pos:R:3 method="wB97M-V/def2-TZVPD" orbital_gap_ev="5.6 / 5.6" spin_multiplicity=1 e_above_lowest_kj_mol=46.5 max_force_ev_per_a=1.53
Ti 0.31114 0.55227 0.28891
O 0.72288 -0.87263 -3.59067
C 0.31849 -0.27094 -2.45924
O 0.99983 -0.41118 -1.38125
C -0.83627 0.49913 -2.39841
C -1.78458 0.80313 -3.40846
C -2.88795 1.52694 -3.07515
C -3.07842 1.95545 -1.72302
C -2.12641 1.65631 -0.80838
N -1.00743 0.96000 -1.11105
C -2.16845 1.97718 0.66424
O -3.05802 2.59305 1.19166
O -1.11292 1.45295 1.27621
H 1.56642 -1.31342 -3.39169
H -1.60854 0.44874 -4.41423
H -3.62444 1.77323 -3.82732
H -3.94878 2.51067 -1.40549
I 2.18534 -2.80662 0.95287
C 0.11352 -2.76852 1.11564
C -0.55512 -3.96201 1.34745
C -1.93444 -3.92754 1.47094
C -2.58043 -2.70503 1.36598
C -1.83022 -1.57401 1.13537
N -0.49265 -1.58851 1.00057
H -0.00125 -4.88504 1.42852
H -2.48905 -4.83827 1.65179
H -3.65336 -2.62146 1.46107
H -2.30461 -0.60526 1.06256
C 3.94948 0.72378 0.55854
C 2.91472 1.60250 1.25711
C 2.26809 0.87894 2.44530
C 1.82836 2.03664 0.26970
H 4.67765 0.31095 1.26127
H 4.48950 1.30287 -0.19197
H 3.46398 -0.10409 0.03662
H 3.44402 2.46308 1.68626
H 1.70384 -0.02682 2.16019
H 1.57910 1.53260 2.98451
H 3.01058 0.50419 3.15443
H 2.25146 2.30812 -0.70069
H 1.28490 2.90865 0.65931